1.
# C5H15NO2

3 unconnected molecules or ions with the total composition C5H15NO2 (ωB97M-V with the def2-TZVPD basis set, the Open Molecules 2025 dataset).

Cartesian coordinates (Å):
C (1.66, -1.63, 0.32)
C (0.42, -0.88, 0.05)
C (0.41, 0.42, -0.31)
C (1.53, 1.31, 0.00)
N (-0.79, 0.93, -0.96)
C (-1.38, 2.28, -0.41)
H (1.43, -2.70, 0.48)
H (2.43, -1.20, -0.26)
H (2.04, -1.37, 1.38)
H (-0.38, -1.57, -0.16)
H (2.38, 0.68, 0.16)
H (1.21, 1.69, 1.06)
H (1.88, 2.10, -0.60)
H (-0.37, 1.03, -1.96)
H (-0.79, 2.62, 0.49)
H (-1.32, 2.97, -1.23)
H (-2.32, 1.95, 0.15)
O (-1.79, -1.08, -2.37)
H (-1.11, -1.35, -1.85)
H (-2.38, -0.74, -1.70)
O (-1.00, -1.76, 2.98)
H (-0.16, -1.99, 2.52)
H (-1.62, -1.69, 2.21)

The electronic energy is -11010.4742 eV. The HOMO energy comes out at -8.999 eV. The calculation puts the strongest force on any atom at 4.81 eV/A.

2.
# C5H15NO2

3 unconnected molecules or ions with the total composition C5H15NO2 (ωB97M-V with the def2-TZVPD basis set, the Open Molecules 2025 dataset).

Cartesian coordinates (Å):
C (-1.95, 1.03, 2.08)
C (-1.20, -0.02, 2.05)
C (0.08, -0.16, 1.33)
C (0.08, -1.41, 0.40)
N (-0.53, -1.02, -0.89)
C (0.40, -1.45, -2.01)
H (-1.86, 2.07, 1.87)
H (-2.99, 1.04, 2.45)
H (-1.70, -0.99, 2.44)
H (0.10, 0.73, 0.78)
H (1.00, -0.23, 1.86)
H (1.10, -1.76, 0.18)
H (-0.51, -2.29, 0.78)
H (-1.48, -1.07, -0.90)
H (-0.15, -1.50, -2.96)
H (0.70, -2.52, -2.01)
H (1.30, -0.85, -1.87)
O (0.33, 1.54, -1.51)
H (0.18, 0.76, -1.00)
H (-0.58, 1.84, -1.71)
O (2.47, 2.04, -0.14)
H (1.90, 2.16, -0.83)
H (3.30, 2.07, -0.38)

The electronic energy is -11010.6517 eV. The HOMO energy comes out at -8.883 eV. The calculation puts the strongest force on any atom at 6.90 eV/A.

3.
# C5H15NO2

2 unconnected molecules or ions with the total composition C5H15NO2 (ωB97M-V with the def2-TZVPD basis set, the Open Molecules 2025 dataset).

Cartesian coordinates (Å):
C (2.17, 2.06, -0.08)
C (1.37, 0.84, 0.42)
C (0.01, 0.63, -0.21)
C (0.10, 0.49, -1.74)
O (-0.10, 1.74, -2.45)
N (-0.64, -0.50, 0.40)
C (-2.04, -0.58, 0.66)
H (3.22, 1.89, 0.18)
H (2.12, 2.18, -1.15)
H (1.90, 2.97, 0.47)
H (1.98, -0.05, 0.25)
H (1.29, 0.91, 1.51)
H (-0.60, 1.52, -0.06)
H (-0.67, -0.15, -2.15)
H (1.07, 0.07, -2.04)
H (0.38, 2.44, -1.99)
H (-0.05, -1.16, 0.88)
H (-2.22, -1.37, 1.40)
H (-2.63, -0.84, -0.21)
H (-2.48, 0.35, 1.04)
O (-1.26, -4.20, 1.44)
H (-0.76, -4.98, 1.69)
H (-2.17, -4.25, 1.73)

The electronic energy is -11012.5403 eV. The HOMO energy comes out at -8.078 eV. The calculation puts the strongest force on any atom at 1.31 eV/A.

4.
# C5H15NO2

3 unconnected molecules or ions with the total composition C5H15NO2 (ωB97M-V with the def2-TZVPD basis set, the Open Molecules 2025 dataset).

Cartesian coordinates (Å):
C (0.99, -0.50, 1.98)
C (0.63, -0.19, 0.51)
C (0.40, 1.27, 0.06)
C (-0.92, 1.28, -0.78)
C (-1.06, -0.20, -1.04)
N (-0.65, -0.85, 0.18)
H (0.75, 0.31, 2.66)
H (2.07, -0.68, 2.05)
H (0.55, -1.47, 2.37)
H (1.41, -0.64, -0.13)
H (0.32, 1.99, 0.92)
H (1.30, 1.61, -0.51)
H (-1.81, 1.71, -0.33)
H (-0.72, 1.99, -1.59)
H (-0.44, -0.48, -1.94)
H (-2.09, -0.51, -1.29)
H (-0.47, -1.84, 0.12)
O (-2.60, -1.34, 1.84)
H (-1.81, -0.93, 1.39)
H (-3.28, -0.72, 2.12)
O (2.18, -0.04, -2.63)
H (2.41, -0.39, -3.49)
H (2.87, 0.62, -2.47)

The electronic energy is -11012.9364 eV. The HOMO energy comes out at -9.090 eV. The calculation puts the strongest force on any atom at 2.85 eV/A.